{
  "formula": "C26H50OP2SiV",
  "method": "ωB97M-V/def2-TZVPD",
  "symbols": ["V", "C", "C", "C", "C", "C", "C", "H", "H", "H", "C", "H", "H", "H", "C", "H", "H", "H", "C", "H", "H", "H", "C", "H", "H", "H", "C", "C", "C", "C", "C", "C", "C", "C", "H", "H", "H", "H", "H", "H", "H", "H", "H", "H", "H", "H", "P", "C", "C", "P", "C", "C", "C", "H", "H", "H", "H", "H", "H", "H", "H", "H", "H", "H", "H", "H", "H", "C", "Si", "C", "C", "O", "H", "H", "H", "H", "H", "H", "H", "H", "H"],
  "xyz": [[-0.173, 0.146, -1.486], [-0.823, -2.813, 1.917], [0.469, -3.146, 1.411], [0.686, -1.350, 2.827], [-0.702, -1.659, 2.714], [1.399, -2.276, 2.027], [-2.087, -3.526, 1.674], [-1.935, -4.401, 1.035], [-2.816, -2.876, 1.172], [-2.542, -3.861, 2.618], [-1.811, -0.801, 3.181], [-2.779, -1.256, 2.928], [-1.726, 0.156, 2.646], [-1.796, -0.618, 4.264], [1.216, -0.155, 3.508], [0.977, -0.106, 4.580], [0.762, 0.731, 3.036], [2.306, -0.104, 3.413], [2.861, -2.278, 1.851], [3.379, -2.555, 2.783], [3.224, -1.285, 1.537], [3.135, -3.005, 1.081], [0.804, -4.115, 0.345], [1.552, -4.824, 0.735], [1.197, -3.638, -0.577], [-0.083, -4.689, 0.060], [-1.129, 1.474, -2.488], [-1.673, 0.086, -2.625], [-1.443, -0.662, -3.912], [-0.065, -1.385, -3.943], [0.679, -1.098, -2.670], [1.342, 0.268, -2.591], [1.122, 1.349, -3.621], [-0.262, 2.071, -3.530], [-1.629, 0.014, -4.774], [0.464, -1.064, -4.857], [-2.222, -1.443, -3.964], [-0.728, 2.010, -4.526], [-1.782, 2.217, -2.007], [-2.787, 0.067, -2.356], [-0.141, 3.163, -3.369], [1.843, 2.175, -3.454], [2.386, 0.208, -2.303], [1.365, 1.067, -4.670], [-0.183, -2.477, -4.102], [1.315, -1.940, -2.374], [-3.799, -1.578, -1.800], [-3.586, -0.739, -0.165], [-2.377, -2.729, -1.463], [3.500, 1.259, 0.521], [1.744, 1.150, -0.070], [4.256, -0.047, -0.552], [3.918, 2.788, -0.410], [-2.548, -0.682, 0.210], [-4.175, -1.377, 0.501], [-4.002, 0.291, -0.176], [-1.850, -3.120, -2.346], [-2.929, -3.574, -1.017], [-1.622, -2.363, -0.750], [3.756, 2.660, -1.491], [4.978, 2.967, -0.167], [3.306, 3.611, -0.010], [1.138, 0.575, 0.662], [1.340, 2.198, -0.180], [5.115, -0.396, 0.036], [4.602, 0.377, -1.510], [3.608, -0.912, -0.724], [-2.364, 4.098, 1.004], [-1.072, 2.816, 1.542], [0.541, 3.827, 1.725], [-1.502, 2.605, 3.392], [-1.077, 1.475, 0.681], [-2.269, 5.029, 1.588], [-3.381, 3.713, 1.164], [-2.264, 4.355, -0.057], [0.430, 4.605, 2.497], [1.402, 3.222, 2.033], [0.827, 4.356, 0.808], [-2.528, 2.245, 3.531], [-0.843, 1.925, 3.941], [-1.437, 3.573, 3.911]],
  "e_homo_ev": [-9.7, -9.6],
  "homo_lumo_gap_ha": [0.1278, 0.1246],
  "total_charge": 1,
  "multiplicity": 3,
  "lumo_energy_ha": [-0.22751, -0.22713],
  "s2": 2.046,
  "fmax_ev_per_a": 7.941,
  "energy_ev": -81948.1800
}